A:
{"formula": "C6H7N", "method": "the ωB97M-V functional and the def2-TZVPD basis", "elements": ["C", "C", "C", "C", "C", "C", "N", "H", "H", "H", "H", "H", "H", "H"], "xyz": [[-2.206, -0.553, -0.236], [2.965, -0.215, -0.042], [4.036, -0.166, -0.525], [-1.233, 0.668, -0.388], [1.378, -0.381, 0.424], [-0.239, -0.434, 0.001], [-1.000, -1.394, -0.098], [-2.927, -0.312, 0.524], [-2.702, -0.959, -1.139], [5.038, 0.002, -0.432], [-0.945, 0.986, -1.307], [-1.370, 1.484, 0.311], [1.379, -1.062, 1.228], [1.384, 0.505, 1.088]], "lowdin_charge": [-0.1588, -0.0808, 0.0490, -0.0806, -0.0440, -0.2812, 0.0869, 0.0995, 0.1108, -0.0023, 0.0664, 0.0988, 0.0551, 0.0811], "homo_ev": -9.72, "orbital_gap_ev": 10.662}

B:
{"formula": "C6H7N", "method": "the ωB97M-V functional and the def2-TZVPD basis", "elements": ["C", "C", "C", "H", "H", "H", "H", "C", "C", "C", "N", "H", "H", "H"], "xyz": [[-2.186, 0.100, 0.338], [-1.447, 0.458, -0.667], [-0.533, 0.847, -1.511], [0.178, -0.075, 1.638], [-2.234, -0.928, 0.671], [-2.958, 0.754, 0.720], [-0.654, 0.762, -2.582], [1.167, -0.297, 1.207], [1.335, -1.382, 0.460], [0.758, 1.281, -1.069], [1.764, 1.833, -0.952], [2.010, 0.327, 1.478], [2.284, -1.628, 0.037], [0.516, -2.052, 0.232]], "lowdin_charge": [0.0291, -0.0957, -0.1008, 0.0488, 0.0745, 0.0708, 0.1128, -0.1082, -0.0771, -0.2611, 0.1624, 0.0531, 0.0438, 0.0476], "smiles": "C=C=CC#N.C=C", "homo_ev": -9.87, "orbital_gap_ev": 10.586}

Stability ranking, top and bottom: B is the most stable and A is the least stable.

A:
{"formula": "C6H7N", "method": "the ωB97M-V functional and the def2-TZVPD basis", "elements": ["C", "C", "C", "C", "C", "C", "N", "H", "H", "H", "H", "H", "H", "H"], "xyz": [[0.091, 0.299, 0.760], [-0.123, 0.031, -0.679], [0.291, -0.590, 1.709], [-0.151, 1.835, 0.395], [-0.375, 1.309, -0.996], [-0.053, -1.258, -1.410], [0.242, -1.473, 2.542], [-0.998, 2.271, 0.920], [0.735, 2.451, 0.534], [-0.636, 1.814, -1.906], [-0.596, -1.191, -2.350], [-0.476, -2.057, -0.804], [0.985, -1.514, -1.630], [1.064, -1.928, 2.916]], "lowdin_charge": [-0.1569, -0.2805, -0.1290, -0.0945, -0.0447, -0.0377, 0.1451, 0.0987, 0.0978, 0.0966, 0.0776, 0.0788, 0.0836, 0.0651], "smiles": "CC1=CCC1=C=N", "homo_ev": -7.86, "orbital_gap_ev": 8.857}

B:
{"formula": "C6H7N", "method": "the ωB97M-V functional and the def2-TZVPD basis", "elements": ["C", "C", "C", "C", "C", "C", "N", "H", "H", "H", "H", "H", "H", "H"], "xyz": [[0.655, 2.500, -0.475], [0.320, 1.243, -0.180], [-3.190, 0.183, 0.191], [-1.849, 0.098, -0.573], [-0.099, 0.014, -0.058], [0.466, -1.244, 0.351], [-4.153, 0.040, 0.794], [0.564, 3.332, 0.286], [-2.125, -0.735, -1.275], [-1.597, 0.901, -1.152], [-0.015, -1.467, 1.362], [1.613, -1.223, 0.484], [0.069, -2.102, -0.258], [1.207, 2.911, -1.398]], "lowdin_charge": [0.0035, -0.1104, -0.2138, -0.0477, -0.2340, -0.1023, 0.1091, 0.0688, 0.1062, 0.0231, 0.1050, 0.1155, 0.0927, 0.0843], "smiles": "C=C=C(C)CC#N", "homo_ev": -9.72, "orbital_gap_ev": 10.301}

Stability ranking, top and bottom: A is the most stable and B is the least stable.

A:
{"formula": "C6H4S", "method": "the ωB97M-V functional and the def2-TZVPD basis", "elements": ["C", "C", "C", "C", "C", "C", "H", "H", "H", "H", "S"], "xyz": [[-1.207, -0.932, 0.262], [-0.060, 0.003, 0.456], [1.131, -0.673, -0.043], [2.027, -1.347, -0.518], [-0.233, 1.388, -0.004], [-0.248, 2.549, -0.306], [-0.957, -1.935, 0.603], [-0.008, 0.074, 1.529], [2.671, -2.025, -1.006], [-0.435, 3.549, -0.629], [-2.680, -0.651, -0.343]], "lowdin_charge": [-0.6372, -0.4282, -0.0990, 0.1486, -0.1194, 0.1372, 0.0619, 0.1487, 0.0256, 0.0347, 0.7271], "smiles": "C#CC(C#C)C=S", "homo_ev": -9.02, "orbital_gap_ev": 8.633}

B:
{"formula": "C6H4S", "method": "the ωB97M-V functional and the def2-TZVPD basis", "elements": ["C", "C", "C", "C", "C", "C", "S", "H", "H", "H", "H"], "xyz": [[-0.007, -0.493, -1.827], [-1.166, -0.029, -1.557], [-0.212, -0.433, 0.984], [0.655, 0.019, 1.890], [-0.021, 0.189, -0.403], [0.931, 1.341, -0.303], [1.476, 1.490, 1.248], [0.796, -0.879, -2.465], [-2.142, 0.384, -1.720], [-1.054, -1.097, 1.290], [0.745, -0.492, 2.862]], "lowdin_charge": [0.0180, 0.0666, -0.1648, -0.3904, -0.4507, -0.3853, 0.9002, 0.1182, 0.1003, 0.1158, 0.0721], "homo_ev": -8.41, "orbital_gap_ev": 8.602}

Stability ranking, top and bottom: A is the most stable and B is the least stable.

A:
{"formula": "C8H9BO4", "method": "the ωB97M-V functional and the def2-TZVPD basis", "elements": ["B", "C", "C", "C", "C", "C", "C", "C", "C", "O", "O", "O", "O", "H", "H", "H", "H", "H", "H", "H", "H", "H"], "xyz": [[1.001, 1.695, -0.172], [-1.230, -0.782, -0.415], [1.550, 0.347, -0.519], [-1.606, -0.138, 0.873], [2.042, -0.722, -0.760], [-0.772, -2.009, -0.448], [-0.950, -0.505, 1.879], [-2.657, 0.902, 0.784], [2.662, -1.943, -1.169], [-0.500, -3.158, -0.579], [-0.432, -0.791, 2.863], [-0.075, 2.107, -0.892], [1.527, 2.321, 0.899], [-1.227, -0.141, -1.212], [-3.512, 0.509, 0.396], [-2.281, 1.533, -0.059], [-2.923, 1.659, 1.594], [1.973, -2.681, -1.002], [3.527, -2.340, -0.476], [2.970, -2.053, -2.198], [-0.377, 2.964, -0.677], [1.289, 3.227, 1.290]], "lowdin_charge": [-0.7658, -0.0488, 0.1206, -0.2966, -0.0771, -0.1461, -0.1846, -0.0294, -0.0899, 0.1570, 0.2123, 0.1682, 0.1671, 0.0946, 0.0426, 0.0792, 0.1196, 0.0169, 0.1326, 0.0838, 0.0874, 0.1563], "homo_ev": -7.82, "orbital_gap_ev": 7.977}

B:
{"formula": "C8H9BO4", "method": "the ωB97M-V functional and the def2-TZVPD basis", "elements": ["B", "C", "C", "C", "C", "C", "C", "C", "C", "O", "O", "O", "O", "H", "H", "H", "H", "H", "H", "H", "H", "H"], "xyz": [[0.464, 0.813, -1.953], [-0.776, -0.239, 1.717], [0.932, 0.559, -0.537], [-1.529, -0.403, 0.534], [1.391, 0.324, 0.619], [0.362, 0.552, 1.859], [-1.702, 0.649, -0.264], [-2.192, -1.713, 0.179], [2.731, -0.016, 1.178], [0.780, 1.263, 2.738], [-2.105, 1.558, -0.868], [0.287, 2.099, -2.345], [0.266, -0.276, -2.759], [-0.985, -0.905, 2.542], [-2.742, -1.628, -0.754], [-2.879, -2.004, 0.970], [-1.437, -2.490, 0.072], [2.713, -1.026, 1.587], [2.974, 0.677, 1.980], [3.483, 0.042, 0.396], [-0.049, 2.251, -3.229], [0.016, -0.087, -3.663]], "lowdin_charge": [-0.7585, 0.0205, 0.2309, -0.2652, -0.2102, -0.3786, -0.1141, -0.0139, -0.0314, 0.0938, 0.2192, 0.1791, 0.1664, 0.1322, 0.0857, 0.0867, 0.0900, 0.0920, 0.0816, 0.0844, 0.1084, 0.1009], "homo_ev": [-7.54, -7.55], "orbital_gap_ev": [6.797, 6.997]}

C:
{"formula": "C8H9BO4", "method": "the ωB97M-V functional and the def2-TZVPD basis", "elements": ["B", "C", "C", "C", "C", "C", "C", "C", "C", "O", "O", "O", "O", "H", "H", "H", "H", "H", "H", "H", "H", "H"], "xyz": [[-1.895, 1.307, -0.335], [3.094, 0.757, 0.174], [2.989, -0.492, -0.471], [1.937, 1.357, 0.615], [1.806, -1.127, -0.575], [0.606, 0.725, 0.418], [0.577, -0.591, -0.094], [-0.473, 1.575, 0.220], [-1.337, -2.005, 0.610], [-0.362, -1.661, -0.152], [-2.776, 2.352, -0.014], [-2.456, 0.167, -0.700], [-2.113, -3.121, 0.345], [4.038, 1.129, 0.428], [3.854, -1.019, -0.922], [1.996, 2.276, 1.217], [1.727, -1.989, -1.108], [-0.265, 2.589, 0.558], [-1.912, -1.298, 1.177], [-3.726, 2.363, 0.010], [-3.436, 0.239, -0.978], [-1.871, -3.532, -0.426]], "lowdin_charge": [-0.6968, -0.0879, -0.0939, -0.0174, -0.0274, -0.1758, -0.1171, 0.0925, -0.2169, 0.0512, 0.1178, 0.1602, 0.0754, 0.0826, 0.1157, 0.1170, 0.0871, 0.0974, 0.1282, 0.0818, 0.1742, 0.0518], "homo_ev": [-6.98, -6.09], "orbital_gap_ev": [7.267, 5.449]}

Stability ranking, top and bottom: B is the most stable and C is the least stable.